Record 1
14
Properties=species:S:1:pos:R:3:nbo_charge:R:1 method="wB97M-V/def2-TZVPD" max_force_ev_per_a=3.473 orbital_gap_ev="8.901 / 8.899" de_lowest_kcal_mol=118.32 charge=0
C 0.762 0.661 0.704 -0.63
O -0.268 0.646 -1.582 -0.47
C -1.588 -0.268 0.343 -0.64
C 0.214 -0.592 -1.474 0.64
H 0.368 1.583 1.129 0.22
H 0.139 -2.459 -1.811 0.51
H 1.687 0.874 0.172 0.25
H -2.259 -0.678 -0.410 0.23
H 2.282 -0.602 -1.298 -0.25
H -2.032 0.644 0.746 0.23
H -1.472 -0.986 1.154 0.22
H 0.973 -0.044 1.508 0.22
C -0.237 0.056 -0.248 0.15
O -0.174 -1.632 -2.204 -0.68

***

Record 2
14
Properties=species:S:1:pos:R:3:nbo_charge:R:1 method="wB97M-V/def2-TZVPD" max_force_ev_per_a=0.432 orbital_gap_ev=10.293 de_lowest_kcal_mol=118.85 charge=0
C -1.808 0.133 0.132 -0.36
O 1.679 -1.392 0.187 -0.42
H -0.922 -0.329 1.997 0.19
H -2.254 -0.849 -0.007 0.19
H -0.640 1.392 1.352 0.20
H 1.633 -0.023 1.833 0.20
H -0.838 -0.488 -2.766 0.46
H 3.198 -0.020 0.821 0.20
C 2.127 -0.190 0.880 -0.27
H -1.953 0.850 -0.673 0.22
H 0.093 0.365 -1.937 0.48
C 1.338 -0.288 -0.383 0.30
O -0.562 0.429 -2.654 -0.96
C -1.093 0.411 1.216 -0.43

***

Record 3
14
Properties=species:S:1:pos:R:3:nbo_charge:R:1 method="wB97M-V/def2-TZVPD" max_force_ev_per_a=0.586 orbital_gap_ev=10.787 de_lowest_kcal_mol=53.44 smiles="O=CCO.C=C" charge=0
O -0.227 1.581 0.527 -0.72
C 1.107 1.166 0.402 -0.18
O 2.279 -0.900 0.789 -0.52
H -0.967 -0.408 -2.281 0.20
C -0.807 -0.833 -1.293 -0.41
H 1.456 1.055 -0.635 0.19
C -1.805 -0.996 -0.428 -0.39
H -1.633 -1.377 0.577 0.20
H 0.844 -0.284 2.078 0.11
C 1.429 -0.119 1.147 0.41
H 1.712 1.950 0.872 0.21
H 0.217 -1.101 -1.037 0.21
H -2.832 -0.748 -0.683 0.20
H -0.773 1.010 -0.035 0.49

***

Record 4
14
Properties=species:S:1:pos:R:3:nbo_charge:R:1 method="wB97M-V/def2-TZVPD" max_force_ev_per_a=0.389 orbital_gap_ev=8.864 de_lowest_kcal_mol=116.87 charge=0
C 1.025 0.579 -0.787 0.13
C -0.805 -0.603 0.287 0.06
O 0.210 1.451 -0.201 -0.49
H -0.022 0.835 1.743 0.19
H -1.877 -0.114 -1.260 0.47
H 1.216 -1.453 0.011 0.25
C 0.494 -0.825 -0.512 -0.56
H -1.528 1.374 0.924 0.21
H 0.260 -1.319 -1.462 0.24
C -0.599 0.813 0.810 -0.12
H -0.936 -1.323 1.097 0.20
H 2.242 0.794 -0.534 0.15
H 2.430 0.548 0.352 -0.03
O -1.964 -0.718 -0.511 -0.70

***

Record 5
14
Properties=species:S:1:pos:R:3:nbo_charge:R:1 method="wB97M-V/def2-TZVPD" max_force_ev_per_a=0.332 orbital_gap_ev=11.124 de_lowest_kcal_mol=44.88 smiles=C[C@H]1O[C@H]1CO charge=0
H 2.252 0.847 0.983 0.22
H 0.899 1.420 -0.021 0.24
C -1.346 0.098 -0.798 -0.09
H 1.413 -1.539 0.733 0.18
C -0.549 -0.936 -0.008 0.03
O -0.344 -0.589 1.363 -0.51
C 1.569 0.581 0.173 -0.65
H 2.173 0.398 -0.721 0.22
H -0.835 0.313 -1.743 0.18
C 0.797 -0.668 0.502 0.07
H -1.373 1.065 0.845 0.48
O -1.484 1.304 -0.090 -0.72
H -0.842 -1.975 -0.165 0.19
H -2.330 -0.319 -1.054 0.17

***

Record 6
14
Properties=species:S:1:pos:R:3:nbo_charge:R:1 method="wB97M-V/def2-TZVPD" max_force_ev_per_a=0.474 orbital_gap_ev=11.103 de_lowest_kcal_mol=15.36 smiles="CC(=O)[C@@H](C)O" charge=0
O 0.525 -0.051 1.959 -0.56
C -0.858 -0.254 0.051 0.00
C 1.176 1.411 0.200 -0.73
H -1.098 -1.105 1.735 0.49
H -1.484 0.582 -0.301 0.18
O -1.603 -1.076 0.903 -0.72
H -1.242 -1.580 -1.582 0.23
C 0.312 0.346 0.829 0.59
H 0.694 1.908 -0.646 0.22
H 1.431 2.147 0.967 0.25
C -0.379 -1.056 -1.163 -0.62
H 2.113 0.961 -0.146 0.25
H 0.356 -1.810 -0.862 0.21
H 0.055 -0.421 -1.944 0.21

***

Record 7
14
Properties=species:S:1:pos:R:3:nbo_charge:R:1 method="wB97M-V/def2-TZVPD" max_force_ev_per_a=0.598 orbital_gap_ev=10.650 de_lowest_kcal_mol=46.58 smiles="COC=O.C=C" charge=0
H 3.170 -0.177 -0.915 0.19
O 0.570 -1.387 1.516 -0.56
H 2.218 -0.083 0.670 0.22
H 1.765 1.640 -1.848 0.19
C -2.291 0.001 0.121 -0.26
C 2.379 0.293 -0.335 -0.39
H -2.290 0.345 -0.917 0.19
H 0.826 1.715 -0.252 0.20
C -0.420 -1.232 0.860 0.66
H -0.969 -2.060 0.376 0.10
C 1.623 1.263 -0.838 -0.40
H -2.858 0.698 0.740 0.20
H -2.758 -0.988 0.180 0.18
O -0.966 -0.028 0.641 -0.51

***

Record 8
14
Properties=species:S:1:pos:R:3:nbo_charge:R:1 method="wB97M-V/def2-TZVPD" max_force_ev_per_a=0.399 orbital_gap_ev=10.713 de_lowest_kcal_mol=43.91 smiles=C[C@H]1OC[C@H]1O charge=0
C -1.233 -0.443 0.741 -0.09
H -1.381 0.563 1.171 0.15
C -0.710 -0.361 -0.693 0.06
H 0.969 1.450 0.514 0.20
O -0.919 0.824 -1.413 -0.70
H -1.346 1.459 -0.827 0.47
H -2.113 -1.057 0.953 0.19
H 2.356 0.389 0.833 0.22
C 1.542 0.598 0.133 -0.64
H 1.231 -1.475 -0.425 0.18
H -1.024 -1.200 -1.321 0.18
C 0.663 -0.624 -0.031 0.08
O -0.006 -1.015 1.196 -0.53
H 1.972 0.894 -0.831 0.22

***

Record 9
14
Properties=species:S:1:pos:R:3:nbo_charge:R:1 method="wB97M-V/def2-TZVPD" max_force_ev_per_a=0.464 orbital_gap_ev=10.713 de_lowest_kcal_mol=37.94 smiles="CO[C@@H](C)C=O" charge=0
H 1.547 -1.481 1.444 0.22
H 0.292 2.498 -1.426 0.20
H 0.720 -0.940 -0.683 0.18
C 0.734 -0.755 1.505 -0.63
C 0.204 -0.385 0.115 -0.01
H -0.913 1.210 -1.700 0.17
C -1.276 -0.736 0.051 0.42
H -0.049 -1.187 2.138 0.21
C 0.121 1.420 -1.389 -0.26
O -1.754 -1.612 -0.624 -0.51
H 0.802 0.921 -2.094 0.17
H 1.101 0.149 1.995 0.24
H -1.900 -0.110 0.728 0.11
O 0.368 1.007 -0.062 -0.52

***

Record 10
14
Properties=species:S:1:pos:R:3:nbo_charge:R:1 method="wB97M-V/def2-TZVPD" max_force_ev_per_a=2.145 orbital_gap_ev=11.116 de_lowest_kcal_mol=48.00 smiles=C[C@H]1COCO1 charge=0
O 1.742 -0.410 -0.416 -0.52
H -1.225 1.157 0.212 0.27
C -1.667 0.144 0.244 -0.68
H 0.015 -1.078 -1.342 0.17
H -2.003 -0.170 -0.751 0.21
H -0.286 -0.799 1.688 0.20
C 1.365 0.929 -0.273 0.21
C 0.517 -1.112 -0.360 -0.10
H 2.252 1.531 -0.050 0.18
C -0.309 -0.355 0.690 0.05
O 0.471 0.935 0.806 -0.55
H 0.730 -2.151 -0.101 0.21
H 0.902 1.301 -1.217 0.12
H -2.485 0.092 0.970 0.22

***

Record 11
14
Properties=species:S:1:pos:R:3:nbo_charge:R:1 method="wB97M-V/def2-TZVPD" max_force_ev_per_a=0.737 orbital_gap_ev=8.351 de_lowest_kcal_mol=129.88 charge=0
C -1.787 0.341 0.136 0.22
H 2.470 0.709 -1.498 0.21
H -1.936 0.660 -0.917 0.14
H 2.110 -0.692 -0.447 0.17
O 0.596 0.709 -0.735 -0.49
H 0.104 -0.767 0.655 0.29
H 2.406 0.919 0.277 0.18
O -2.533 0.675 1.096 -0.78
C -1.100 -1.036 0.140 -0.43
H -0.782 -1.504 -0.790 0.24
H 0.026 0.831 1.329 0.25
C 1.972 0.392 -0.581 -0.26
C -0.184 0.422 0.340 0.00
H -1.361 -1.659 0.994 0.26

***

Record 12
14
Properties=species:S:1:pos:R:3:nbo_charge:R:1 method="wB97M-V/def2-TZVPD" max_force_ev_per_a=1.452 orbital_gap_ev=9.932 de_lowest_kcal_mol=60.95 charge=0
O -0.985 1.273 0.508 -0.51
H 1.036 -1.746 -1.317 0.20
C 0.301 -2.051 -0.564 -0.61
C -0.799 2.493 0.894 0.39
H 0.222 3.709 1.328 0.51
C 0.045 0.306 0.269 -0.09
H -0.225 -2.929 -0.946 0.22
H 0.567 0.108 1.210 0.19
H 0.760 0.714 -0.453 0.19
H 0.850 -2.352 0.336 0.20
C -0.672 -0.921 -0.260 -0.41
H -1.232 -0.639 -1.161 0.21
H -1.418 -1.240 0.479 0.21
O 0.493 2.819 1.072 -0.70